Record 1
Molecular formula: C2H5NOS
Method: DFT, ωB97M-V with the def2-TZVPD basis set

Cartesian coordinates (Å):
C1 -0.67 -0.09 0.05
C2 0.63 -0.86 0.08
N1 -0.75 1.17 -0.08
O1 1.75 -0.01 0.06
S1 -3.40 -0.10 0.13
H1 0.60 -1.40 1.01
H2 0.85 -1.51 -0.79
H3 0.08 1.87 -0.22
H4 -1.69 1.27 -0.05
H5 2.60 -0.34 -0.20

Properties
HOMO (spin up / spin down)	-8.49 / -8.49	eV
energy relative to the best compared isomer or geometry (same formula, charge and spin)	5.746	eV
electronic energy	-607.1956	Eh
largest force on an atom	5.178	eV Å⁻¹



Record 2
Molecular formula: C2H2N6
Method: DFT, ωB97M-V with the def2-TZVPD basis set

Cartesian coordinates (Å):
C1 1.10 0.19 -0.23
C2 -1.48 -0.38 0.29
H1 2.48 -0.77 0.62
H2 -2.12 -0.98 0.96
N1 2.16 0.21 0.47
N2 0.39 -0.99 -0.79
N3 -0.78 -1.23 -0.52
N4 -1.50 0.86 0.31
N5 -0.71 1.65 -0.48
N6 0.48 1.46 -0.63

Properties
HOMO	-9.79	eV
SMILES	[H]/N=c1\nncnnn1
energy relative to the best compared isomer or geometry (same formula, charge and spin)	2.252	eV
electronic energy	-405.7733	Eh
largest force on an atom	2.978	eV Å⁻¹



Record 3
Molecular formula: C22H60BO23PS8
Method: DFT, ωB97M-V with the def2-TZVPD basis set

Cartesian coordinates (Å):
O1 5.49 -3.66 2.17
S1 6.52 -2.68 2.32
O2 7.88 -3.06 2.30
O3 6.30 -1.97 3.73
C1 6.22 -1.40 1.09
C2 5.92 0.02 1.60
C3 4.48 0.46 1.23
C4 3.52 0.42 2.45
B1 2.64 -0.84 2.60
P1 1.99 -1.76 1.03
O4 0.82 -2.73 1.53
O5 3.20 -2.75 0.61
S2 1.48 -0.59 -0.41
H1 5.45 -1.52 3.73
H2 7.11 -1.42 0.47
H3 5.40 -1.80 0.50
H4 6.63 0.72 1.16
H5 6.06 0.10 2.67
H6 4.13 -0.21 0.46
H7 4.48 1.44 0.78
H8 4.10 0.54 3.38
H9 2.84 1.28 2.42
H10 2.38 -1.30 3.67
H11 0.48 -3.21 0.76
H12 3.47 -3.31 1.34
O6 -0.39 1.47 2.92
S3 -0.49 2.33 4.06
O7 0.52 2.29 5.07
O8 -1.92 2.13 4.72
C5 -2.29 0.76 5.04
C6 -1.69 0.29 6.35
C7 -0.72 4.00 3.53
H13 -2.03 0.11 4.21
H14 -3.38 0.78 5.10
H15 -0.61 0.19 6.29
H16 -2.11 -0.68 6.61
H17 -1.92 1.00 7.15
H18 -1.51 4.02 2.79
H19 0.23 4.32 3.10
H20 -0.97 4.61 4.40
O9 4.57 2.55 -1.68
S4 3.81 3.75 -1.48
O10 2.91 3.83 -0.37
O11 3.06 4.11 -2.82
C8 2.26 3.05 -3.43
C9 0.94 2.84 -2.73
C10 4.90 5.14 -1.43
H21 2.85 2.14 -3.47
H22 2.12 3.39 -4.46
H23 1.08 2.42 -1.73
H24 0.34 2.14 -3.31
H25 0.40 3.78 -2.64
H26 5.56 5.09 -2.29
H27 5.46 5.07 -0.51
H28 4.30 6.04 -1.45
O12 -3.15 -0.82 2.21
S5 -4.35 -0.15 1.79
O13 -5.35 0.16 2.76
O14 -4.99 -0.97 0.59
C11 -5.15 -2.40 0.78
C12 -6.32 -2.75 1.68
C13 -3.93 1.30 0.88
H29 -4.22 -2.81 1.16
H30 -5.29 -2.79 -0.22
H31 -6.15 -2.43 2.70
H32 -6.45 -3.83 1.68
H33 -7.24 -2.28 1.32
H34 -3.19 1.04 0.13
H35 -3.52 2.00 1.60
H36 -4.83 1.69 0.42
O15 6.01 0.32 -5.80
S6 5.37 1.57 -6.06
O16 3.96 1.61 -6.32
O17 6.15 2.29 -7.25
C14 6.39 1.52 -8.44
C15 5.16 1.40 -9.32
C16 5.74 2.73 -4.80
H37 6.78 0.54 -8.16
H38 7.18 2.06 -8.96
H39 4.39 0.80 -8.84
H40 5.43 0.93 -10.27
H41 4.74 2.38 -9.53
H42 6.82 2.73 -4.62
H43 5.21 2.40 -3.91
H44 5.40 3.71 -5.11
O18 -4.83 -5.18 3.12
S7 -3.42 -5.12 3.37
O19 -2.51 -5.41 2.30
O20 -3.09 -6.06 4.60
C17 -3.60 -7.41 4.57
C18 -2.79 -8.32 3.67
C19 -2.98 -3.59 4.11
H45 -4.65 -7.39 4.27
H46 -3.56 -7.75 5.60
H47 -2.89 -8.04 2.62
H48 -3.14 -9.35 3.78
H49 -1.74 -8.27 3.93
H50 -3.65 -3.41 4.95
H51 -3.07 -2.82 3.36
H52 -1.94 -3.66 4.45
O21 -5.10 2.60 -4.71
S8 -6.12 2.79 -3.71
O22 -5.73 3.08 -2.37
O23 -7.10 1.55 -3.73
C20 -6.51 0.23 -3.67
C21 -6.03 -0.10 -2.27
C22 -7.27 4.01 -4.26
H53 -5.69 0.17 -4.39
H54 -7.30 -0.44 -3.99
H55 -5.19 0.53 -1.98
H56 -5.71 -1.14 -2.21
H57 -6.83 0.06 -1.54
H58 -7.58 3.76 -5.27
H59 -6.75 4.96 -4.23
H60 -8.11 4.01 -3.58

Properties
HOMO	-8.58	eV
SMILES	O=S(=O)(O)CCCCBP(O)(O)=S.CCOS(C)(=O)=O.CCOS(C)(=O)=O.CCOS(C)(=O)=O.CCOS(C)(=O)=O.CCOS(C)(=O)=O.CCOS(C)(=O)=O
electronic energy	-6156.4653	Eh
largest force on an atom	0.707	eV Å⁻¹



Record 4
Molecular formula: C3H22NO10
Method: DFT, ωB97M-V with the def2-TZVPD basis set

Cartesian coordinates (Å):
O1 1.11 -1.21 2.13
C1 -0.01 -1.71 1.92
C2 -1.04 -0.93 1.38
N1 -2.39 -1.33 1.24
C3 -3.05 -0.64 0.06
O2 -2.45 -0.92 -1.18
H1 -0.22 -2.73 2.37
H2 -0.96 -0.02 0.84
H3 -1.50 -0.77 -1.22
H4 -2.50 -2.34 1.25
H5 -2.93 0.46 0.31
H6 -4.08 -0.92 -0.19
H7 2.25 -1.99 0.82
H8 2.20 -2.35 -0.64
O3 2.51 -2.70 0.19
H9 3.42 0.64 0.46
H10 3.07 1.50 -0.83
O4 3.72 0.90 -0.42
H11 -2.76 0.27 2.94
H12 -1.32 0.66 3.12
O5 -2.21 0.93 3.41
H13 -0.19 1.07 -0.44
H14 -0.87 2.06 -1.46
O6 -0.12 1.47 -1.31
H15 1.24 1.95 2.37
H16 1.16 0.56 1.99
O7 1.29 1.43 1.55
H17 1.35 1.95 -2.04
H18 2.43 1.64 -3.00
O8 2.20 2.31 -2.35
H19 -2.44 0.78 -1.89
H20 -1.97 0.73 -3.31
O9 -2.54 1.26 -2.73
H21 3.21 -0.17 -1.73
H22 1.75 -0.93 -1.64
O10 2.64 -0.93 -1.97

Properties
HOMO (spin up / spin down)	-10.04 / -10.63	eV
<S²>	0.76
multiplicity	2
energy relative to the best compared isomer or geometry (same formula, charge and spin)	0.414	eV
electronic energy	-934.5603	Eh
largest force on an atom	3.357	eV Å⁻¹



Record 5
Molecular formula: C4H8NS2
Method: DFT, ωB97M-V with the def2-TZVPD basis set

Cartesian coordinates (Å):
C1 -0.60 -1.04 -1.23
C2 -1.82 -1.21 -0.59
C3 0.85 0.57 -0.06
C4 0.61 0.40 1.41
N1 0.27 0.07 -1.09
S1 -2.40 -0.24 0.72
S2 2.20 1.58 -0.49
H1 -0.29 -1.73 -2.18
H2 -2.31 -2.23 -0.85
H3 -0.32 -0.25 1.63
H4 0.67 1.47 1.88
H5 1.35 -0.23 1.83
H6 0.56 0.27 -2.08
H7 -1.37 0.95 0.41
H8 2.59 1.60 0.72

Properties
total charge	+1
HOMO	-12.87	eV
energy relative to the best compared isomer or geometry (same formula, charge and spin)	2.356	eV
electronic energy	-1007.9852	Eh
largest force on an atom	4.002	eV Å⁻¹



Record 6
Molecular formula: C11H20N2O3
Method: DFT, ωB97M-V with the def2-TZVPD basis set

Cartesian coordinates (Å):
C1 -0.74 -0.51 -0.77
C2 0.62 0.13 -0.57
C3 -0.57 -1.84 -1.52
C4 -0.76 -1.82 -2.99
C5 0.60 -1.91 -3.65
C6 -1.49 -3.25 -3.16
C7 -0.07 0.33 1.90
C8 -0.91 1.65 2.30
C9 1.05 0.18 2.97
C10 2.03 1.28 2.57
C11 2.22 0.97 1.04
H1 -0.82 1.48 -1.57
H2 -2.39 1.05 -1.03
H3 -1.09 -0.83 0.12
H4 0.31 -2.42 -1.35
H5 -1.37 -2.41 -0.98
H6 -1.48 -1.06 -3.40
H7 1.03 -2.88 -3.29
H8 0.55 -1.92 -4.80
H9 1.22 -1.27 -3.02
H10 -0.82 -3.96 -2.73
H11 -2.35 -3.38 -2.50
H12 -1.54 -3.46 -4.19
H13 -0.76 -0.52 1.96
H14 0.62 0.50 3.97
H15 1.75 -0.73 3.07
H16 1.79 2.35 2.72
H17 2.99 1.13 3.18
H18 2.96 0.20 0.86
H19 2.54 1.80 0.39
H20 -1.52 1.56 0.57
N1 -1.45 0.74 -1.26
N2 0.81 0.52 0.79
O1 1.51 0.14 -1.40
O2 -0.90 2.23 3.34
O3 -1.74 1.99 1.38

Properties
HOMO	-9.27	eV
SMILES	CC(C)C[C@H](N)C(=O)N1CCC[C@H]1C(=O)O
energy relative to the best compared isomer or geometry (same formula, charge and spin)	3.721	eV
electronic energy	-766.2887	Eh
largest force on an atom	5.699	eV Å⁻¹